# 1
{
  "formula": "C20H28Cl2KN2O6P",
  "method": "wB97M-V/def2-TZVPD",
  "symbols": ["K", "N", "C", "O", "C", "C", "H", "H", "H", "H", "H", "H", "Cl", "C", "C", "C", "Cl", "C", "C", "C", "C", "N", "C", "C", "O", "H", "H", "H", "H", "C", "C", "C", "C", "O", "P", "O", "O", "O", "C", "C", "C", "C", "H", "H", "H", "H", "H", "H", "H", "H", "H", "H", "H", "H", "H", "H", "H", "H", "H", "H"],
  "xyz": [[-2.128, 0.334, -1.108], [-1.594, -0.465, -5.671], [-1.804, 0.485, -4.540], [-2.700, 0.075, -3.656], [-1.683, 1.943, -4.928], [-0.549, 1.265, -4.148], [-2.062, -1.305, -5.346], [-0.607, -0.696, -5.740], [-2.320, 2.624, -4.375], [-1.494, 2.219, -5.961], [-0.371, 1.556, -3.118], [0.370, 1.091, -4.703], [-6.208, 0.407, 2.894], [-4.709, 1.311, 3.017], [-4.403, 1.904, 4.238], [-3.250, 2.619, 4.405], [-2.910, 3.344, 5.976], [-2.336, 2.770, 3.336], [-1.113, 3.471, 3.427], [-0.290, 3.543, 2.341], [-0.681, 2.920, 1.142], [-1.818, 2.274, 1.022], [-2.647, 2.175, 2.085], [-3.883, 1.387, 1.863], [-4.136, 0.848, 0.767], [-5.092, 1.791, 5.065], [-0.839, 3.932, 4.368], [0.664, 4.053, 2.393], [-0.021, 2.912, 0.283], [3.381, -2.718, -1.748], [1.938, -2.313, -2.040], [0.973, -3.271, -1.345], [1.671, -2.316, -3.542], [1.781, -0.948, -1.649], [1.201, -0.337, -0.269], [1.307, 1.138, -0.399], [-0.107, -0.958, 0.103], [2.357, -0.916, 0.746], [2.174, -0.926, 2.170], [3.587, -1.000, 2.739], [1.476, 0.338, 2.668], [1.376, -2.166, 2.564], [3.570, -3.737, -2.096], [3.570, -2.658, -0.676], [4.065, -2.035, -2.257], [1.124, -4.276, -1.748], [-0.059, -2.964, -1.508], [1.145, -3.287, -0.269], [1.810, -3.317, -3.958], [2.354, -1.624, -4.038], [0.650, -1.983, -3.737], [4.149, -0.110, 2.449], [4.101, -1.878, 2.341], [3.561, -1.067, 3.829], [1.997, 1.225, 2.307], [1.459, 0.343, 3.761], [0.449, 0.383, 2.303], [1.900, -3.067, 2.234], [0.397, -2.132, 2.087], [1.253, -2.209, 3.650]],
  "forces_ev_per_angstrom": [[-0.1749, 0.0399, 0.0179], [0.0370, 0.0073, -0.0364], [-0.0330, 0.0034, 0.0516], [0.1523, 0.0292, 0.1058], [-0.0653, 0.0214, 0.0764], [0.0585, 0.0500, -0.1675], [-0.0233, 0.0135, -0.0143], [-0.0001, -0.0361, 0.0416], [0.0239, 0.0117, 0.0006], [0.0164, -0.0526, -0.0053], [-0.0794, -0.0399, -0.0199], [0.0138, -0.0142, 0.0316], [0.0600, 0.0328, 0.0119], [-0.0380, 0.0182, -0.0169], [-0.0799, -0.0405, -0.0120], [0.0357, 0.0360, 0.0612], [-0.0056, -0.0215, -0.0566], [-0.0054, -0.0105, -0.0604], [-0.0097, 0.0131, 0.0423], [0.0472, 0.0225, -0.0018], [-0.0629, -0.0106, -0.0020], [0.0487, -0.0078, 0.0503], [-0.0280, -0.0220, -0.0127], [0.0499, -0.0173, 0.0158], [0.0339, -0.0104, 0.0012], [0.0002, -0.0002, -0.0022], [-0.0050, -0.0015, -0.0017], [-0.0060, -0.0014, -0.0035], [-0.0027, -0.0085, 0.0020], [-0.0053, 0.0148, -0.0079], [-0.0420, -0.0427, 0.0027], [0.0217, 0.0683, 0.0197], [0.0176, 0.0219, 0.0016], [-0.0117, 0.0128, -0.0169], [0.0808, 0.1032, -0.0674], [0.0279, -0.0749, -0.0001], [-0.0114, -0.0452, -0.0693], [-0.0261, 0.0065, 0.0667], [-0.0295, 0.0056, 0.0035], [0.0038, -0.0026, -0.0297], [0.0072, -0.0105, -0.0522], [0.0033, -0.0005, -0.0082], [0.0118, -0.0009, 0.0051], [0.0001, -0.0036, -0.0015], [-0.0027, -0.0084, 0.0030], [0.0059, 0.0027, -0.0072], [-0.0008, -0.0096, -0.0013], [-0.0085, -0.0106, 0.0028], [-0.0017, 0.0010, -0.0082], [-0.0074, -0.0119, -0.0017], [-0.0031, -0.0088, 0.0038], [0.0033, -0.0045, 0.0091], [0.0016, 0.0055, 0.0115], [0.0011, 0.0007, 0.0001], [0.0017, -0.0040, 0.0093], [-0.0032, 0.0009, 0.0041], [0.0004, -0.0017, 0.0142], [0.0016, 0.0028, 0.0069], [0.0095, -0.0003, 0.0081], [-0.0039, -0.0100, 0.0024]],
  "nbo_charge": [0.9549, -0.8941, 0.4304, -0.9600, -0.4948, -0.5123, 0.3631, 0.3308, 0.1947, 0.1791, 0.2049, 0.1781, -0.0689, -0.2186, -0.2171, -0.1091, -0.0913, -0.1090, -0.1794, -0.2633, 0.0343, -0.4179, 0.0634, 0.4679, -0.7373, 0.2159, 0.2090, 0.2031, 0.2308, -0.6276, 0.2734, -0.6378, -0.6177, -0.8388, 2.5544, -1.1764, -1.2212, -0.8552, 0.2726, -0.6107, -0.6522, -0.6427, 0.1843, 0.2266, 0.2045, 0.1852, 0.2382, 0.2227, 0.1841, 0.2060, 0.2329, 0.2095, 0.2004, 0.1903, 0.2250, 0.1941, 0.2477, 0.1921, 0.2597, 0.1896],
  "max_force_ev_per_a": 0.19,
  "homo_ha": -0.0458,
  "charge": -2,
  "mol_weight_g_mol": 533.430,
  "energy_ha": -3201.7859,
  "lumo_ev": 4.3,
  "de_lowest_ev": 0.000
}

***

# 2
{
  "formula": "C37H42As2IrN3S7",
  "method": "wB97M-V/def2-TZVPD",
  "symbols": ["Ir", "S", "C", "S", "C", "C", "S", "S", "S", "N", "C", "N", "C", "C", "C", "C", "C", "C", "S", "H", "H", "H", "H", "H", "H", "C", "As", "C", "C", "S", "H", "H", "H", "H", "H", "H", "H", "H", "H", "C", "C", "C", "C", "C", "C", "As", "N", "C", "C", "C", "C", "C", "C", "C", "C", "C", "C", "C", "C", "C", "C", "C", "C", "C", "C", "H", "H", "H", "H", "H", "H", "H", "H", "H", "H", "H", "H", "H", "H", "H", "H", "H", "H", "H", "H", "H", "H", "H", "H", "H", "H", "H"],
  "xyz": [[0.105, -15.468, 13.941], [1.840, -20.201, 8.686], [1.393, -19.397, 10.047], [2.486, -18.816, 11.334], [1.317, -17.914, 12.197], [-0.012, -17.919, 11.713], [-1.159, -16.958, 12.658], [-0.325, -19.066, 10.430], [1.835, -16.950, 13.578], [3.785, -14.786, 14.949], [3.000, -13.714, 14.958], [1.715, -13.821, 15.362], [1.291, -12.512, 15.598], [0.140, -12.086, 16.378], [0.042, -10.817, 16.848], [0.943, -9.803, 16.437], [2.107, -10.141, 15.671], [2.152, -11.438, 15.203], [3.521, -12.092, 14.385], [3.451, -15.661, 15.390], [4.801, -14.774, 14.773], [-0.625, -12.857, 16.654], [-0.792, -10.646, 17.492], [0.794, -8.732, 16.792], [2.785, -9.323, 15.379], [-0.575, -14.763, 9.539], [0.271, -13.509, 10.757], [2.242, -13.975, 10.746], [0.144, -11.663, 9.993], [-0.366, -13.636, 12.975], [0.110, -15.614, 9.351], [-0.807, -14.358, 8.553], [-1.421, -15.231, 10.026], [2.713, -13.150, 10.189], [2.351, -14.992, 10.359], [2.596, -14.103, 11.812], [0.915, -11.762, 9.154], [0.488, -10.980, 10.760], [-0.887, -11.460, 9.650], [1.762, -11.688, 20.552], [1.184, -12.985, 19.991], [2.024, -14.083, 19.779], [1.587, -15.210, 19.125], [2.581, -16.342, 18.838], [0.239, -15.253, 18.585], [-0.126, -16.513, 17.023], [-1.073, -15.601, 15.626], [-2.416, -15.252, 15.469], [-3.475, -16.183, 15.523], [-4.728, -15.786, 15.125], [-4.943, -14.604, 14.438], [-3.879, -13.675, 14.325], [-2.726, -13.914, 15.053], [-1.287, -18.101, 17.653], [-1.914, -18.216, 18.919], [-1.306, -17.473, 20.067], [-2.933, -19.147, 19.108], [-3.433, -19.993, 18.083], [-4.459, -20.984, 18.488], [-2.844, -19.861, 16.832], [-1.667, -19.065, 16.670], [-0.890, -19.343, 15.424], [-0.662, -14.239, 18.985], [-2.177, -14.344, 18.666], [-0.165, -13.077, 19.660], [2.480, -11.928, 21.337], [0.953, -11.127, 20.956], [2.339, -11.159, 19.694], [3.050, -14.103, 20.182], [3.408, -15.962, 18.190], [2.101, -17.163, 18.267], [2.936, -16.811, 19.733], [-3.341, -17.265, 15.772], [-5.476, -16.613, 15.164], [-5.916, -14.406, 14.052], [-3.964, -12.723, 13.870], [-1.972, -13.127, 15.112], [-0.332, -16.980, 19.804], [-1.182, -18.164, 20.921], [-2.011, -16.730, 20.462], [-3.325, -19.235, 20.096], [-4.243, -22.032, 18.205], [-5.443, -20.768, 17.978], [-4.636, -20.845, 19.562], [-3.323, -20.388, 16.002], [-1.149, -20.432, 15.204], [0.189, -19.326, 15.636], [-1.103, -18.693, 14.503], [-2.501, -15.343, 18.365], [-2.482, -13.599, 17.859], [-2.682, -14.027, 19.544], [-0.866, -12.297, 19.915]],
  "forces_ev_per_angstrom": [[0.2997, -2.4134, 2.3448], [-0.0423, 0.3389, 0.7199], [-0.4395, -0.1631, 0.2197], [-0.3797, -0.6134, -1.1145], [-1.5808, 1.0392, 0.2783], [1.1288, 0.6937, 2.1333], [-0.4105, -1.3096, -1.8295], [1.0123, 0.4099, -0.1445], [0.9777, -1.1398, -1.2618], [1.5853, -1.5730, 0.0939], [-2.2400, 0.1256, 0.0907], [2.5101, 1.6704, -0.0141], [-1.4494, 2.0755, 1.0694], [1.0238, -3.1567, -1.0286], [0.5636, 1.2727, -0.9870], [0.9192, 0.6239, 0.5211], [-2.8329, 1.4111, 0.5124], [0.0827, -1.1961, 0.5417], [0.6082, -1.5182, 0.2712], [0.0278, 1.0452, -0.5535], [-1.2056, 0.3689, 0.0557], [1.0276, 0.7420, -0.1071], [-0.3734, 0.6182, 0.3102], [0.2920, -1.6145, -0.4575], [-0.1636, -0.7901, 0.1145], [0.6605, -0.9295, -0.2535], [0.7524, -0.1136, 1.3975], [-0.9933, 0.0344, 1.1209], [0.8619, -1.6418, -0.8768], [-0.2865, 3.4667, -3.3401], [-0.0365, 0.5382, 0.2559], [-0.1978, 0.2918, 0.2679], [-0.4081, 0.2848, 0.0518], [0.2608, -0.7055, 0.2358], [0.0183, 0.3971, -0.5990], [-0.4968, 0.7554, -1.0402], [-1.2907, 0.6277, 0.8967], [-0.0404, 0.1439, 0.0072], [0.7209, -0.0780, 0.1205], [1.1191, -0.8889, -1.7274], [-0.0277, 0.4974, 0.1541], [0.1174, -0.0856, 0.4789], [-0.9505, -0.8154, -1.7160], [-0.7501, 0.2096, -1.3740], [0.0510, 0.8688, 0.4624], [0.6696, -0.7279, -0.3914], [0.1112, -0.0500, 1.4307], [-0.6883, 0.0471, 0.0925], [1.1547, -0.3173, 0.3676], [-0.9429, -1.4139, -0.7450], [0.8507, 0.5436, 0.1765], [-0.7151, -1.0595, 1.9153], [0.4500, -1.1276, -0.7400], [-1.0210, -0.2412, -0.6000], [0.6574, -0.1034, -0.9558], [-0.0354, 0.2464, 0.9331], [0.4605, -0.2073, -0.9605], [1.1651, 1.5350, 0.9343], [-1.8115, -0.0535, -0.7811], [0.5124, 0.2698, 0.7070], [-1.1557, 0.7428, 0.1254], [-0.0344, -0.8532, -1.3512], [0.0454, 0.0374, -0.4410], [1.3380, 1.1754, -1.2731], [0.1295, -1.7202, -0.5255], [0.0330, 0.1747, 0.0355], [-0.3603, 0.9275, 0.1920], [-1.1317, -0.5403, 1.5201], [-0.4768, 0.2918, -0.2952], [-0.3938, -0.3232, 0.7251], [0.2146, 0.5288, 0.2483], [0.5052, 0.0503, 0.6145], [0.2340, 1.2378, 0.0304], [0.1742, 1.1415, -0.0529], [-0.4551, 0.2212, -0.4348], [-0.4431, 0.7347, -0.5198], [-0.0697, -0.4491, -0.1048], [-1.2115, -0.7063, 0.5161], [0.2588, 0.1608, -0.3991], [0.2684, 0.2180, -0.1728], [-0.2836, -0.1894, 0.6487], [0.2047, 0.5456, 0.4091], [0.7966, -0.1224, 0.4371], [-0.0126, -0.5536, -0.2720], [0.7590, -0.1469, 0.0233], [0.5052, 1.4235, -0.2915], [-0.2793, 0.2138, -0.1909], [0.2037, -0.8450, 1.3991], [0.1344, 0.1433, 0.0452], [0.4057, -0.9955, 0.7989], [-0.7360, 0.0858, 0.8612], [-0.0091, 0.2455, 0.0101]],
  "lowdin_spin": [1.8987, 0.0530, 0.0120, 0.0244, 0.1371, 0.0768, 0.4795, -0.0033, 0.3155, 0.0097, 0.0222, 0.0497, 0.0039, 0.0013, 0.0001, 0.0014, 0.0000, 0.0033, 0.0066, 0.0005, 0.0003, -0.0001, 0.0000, 0.0001, 0.0000, 0.0070, 0.0729, 0.0113, 0.0250, 0.3008, 0.0001, 0.0007, 0.0051, 0.0005, 0.0010, 0.0009, 0.0027, 0.0010, 0.0007, 0.0000, 0.0003, 0.0005, 0.0011, -0.0003, 0.0115, 0.0363, 0.2722, 0.0115, 0.0305, -0.0025, 0.0361, -0.0026, 0.0302, 0.0244, 0.0022, 0.0007, 0.0024, -0.0011, -0.0002, 0.0018, 0.0006, 0.0066, 0.0017, 0.0005, 0.0005, 0.0000, 0.0000, 0.0000, 0.0001, 0.0000, -0.0003, 0.0000, 0.0016, -0.0008, 0.0024, -0.0004, 0.0006, 0.0002, 0.0000, -0.0001, 0.0003, -0.0001, -0.0001, 0.0000, 0.0002, -0.0001, 0.0008, 0.0083, 0.0002, 0.0002, -0.0001, 0.0001],
  "multiplicity": 5,
  "max_force_ev_per_a": 4.82,
  "homo_ha": [-0.2220, -0.2646],
  "charge": 0,
  "mol_weight_g_mol": 1095.294,
  "energy_ha": -8962.3739,
  "lumo_ev": [-0.2, -2.0],
  "de_lowest_ev": 2.122
}

***

# 3
{
  "formula": "CClFO",
  "method": "wB97M-V/def2-TZVPD",
  "symbols": ["C", "O", "F", "Cl"],
  "xyz": [[-0.055, -1.008, -0.492], [-0.834, -1.174, 0.319], [1.162, -0.753, -0.456], [-0.273, 2.935, 0.629]],
  "forces_ev_per_angstrom": [[-1.6074, -0.3152, -3.5419], [-2.1806, -0.4566, 2.9776], [3.7864, 0.7972, 0.5696], [0.0016, -0.0254, -0.0053]],
  "nbo_charge": [0.7767, -0.4964, -0.2800, -0.0003],
  "max_force_ev_per_a": 3.91,
  "homo_ha": [-0.4601, -0.3494],
  "charge": 0,
  "mol_weight_g_mol": 82.461,
  "energy_ha": -673.2622,
  "lumo_ev": [-0.9, -4.2],
  "de_lowest_ev": 3.969
}